Formula: C23H49Cl14N2O2S
Source: the Open Molecules 2025 dataset
Level of theory: wB97M-V/def2-TZVPD

Last column: Mulliken charge in e.
CARTESIAN COORDINATES (ANGSTROEM)
1 C -0.99138 -2.46981 0.26298  -0.73
2 S -1.58908 -3.32341 -1.24422  1.61
3 O -2.95911 -2.90745 -1.63534  -0.65
4 O -1.64155 -4.78198 -0.89373  -0.79
5 C -0.34755 -3.04068 -2.57194  -1.38
6 N -0.06617 -4.40562 -3.14396  0.07
7 C 0.97061 -4.37313 -4.21253  -0.85
8 C 0.69023 -3.35067 -5.34497  -0.15
9 C 0.42740 -1.96042 -4.69047  0.24
10 C -0.82130 -2.12240 -3.73018  0.26
11 C -1.39415 -0.74161 -3.27019  -1.04
12 C -0.36599 0.43389 -3.19549  -0.09
13 C 0.68501 0.27163 -2.02576  -0.24
14 N 2.08926 0.46027 -2.44136  -0.53
15 H -0.64298 -1.44671 0.06384  0.05
16 H -1.72952 -2.53661 1.07338  0.40
17 H -0.11630 -3.05673 0.61026  0.45
18 H 0.60510 -2.71503 -2.11353  0.64
19 H -0.93269 -4.88998 -3.39610  0.48
20 H 0.32601 -4.94725 -2.36418  0.40
21 H 1.97791 -4.20244 -3.79619  0.32
22 H 1.01120 -5.37991 -4.67144  0.41
23 H 1.62699 -3.25353 -5.94471  0.12
24 H -0.12591 -3.64093 -6.02654  0.36
25 H 0.14859 -1.17721 -5.41034  -0.90
26 H 1.28042 -1.57502 -4.10350  0.41
27 H -1.56107 -2.70006 -4.31930  0.57
28 H -2.14695 -0.45359 -4.03066  0.13
29 H -1.93007 -0.76962 -2.30850  0.46
30 H 0.11468 0.68032 -4.15558  0.00
31 H -0.95672 1.33330 -2.92539  0.45
32 H 0.45142 1.02730 -1.25089  0.20
33 H 0.61077 -0.71208 -1.52901  -0.15
34 H 2.50409 -0.44734 -2.59301  0.08
35 H 2.13601 1.03817 -3.26833  0.33
36 Cl 0.31431 0.37731 2.49526  -0.19
37 C -1.20933 1.06819 3.11271  0.14
38 C -2.39991 0.22487 2.73151  -0.67
39 Cl -2.71388 0.28392 0.97732  -0.17
40 H -1.29978 2.08437 2.73173  0.30
41 H -1.12234 1.11489 4.19729  -0.17
42 H -3.29513 0.59625 3.22934  0.42
43 H -2.25969 -0.81659 3.01654  0.38
44 Cl -0.65499 0.98041 6.80870  -0.22
45 C 0.72890 2.07195 7.08803  0.23
46 C 1.66230 2.12811 5.90143  -0.48
47 Cl 2.53707 0.59568 5.65699  -0.12
48 H 1.24420 1.73670 7.98597  0.40
49 H 0.31758 3.06062 7.28029  -0.41
50 H 2.41389 2.90002 6.06350  0.37
51 H 1.12789 2.35966 4.98107  0.20
52 Cl -3.16725 3.74878 -0.03159  -0.18
53 C -4.72739 3.14313 0.58151  -0.22
54 C -5.63142 4.26316 1.03940  -0.48
55 Cl -5.01669 5.05737 2.51037  -0.18
56 H -4.52351 2.44127 1.38628  0.11
57 H -5.19872 2.59762 -0.23551  0.30
58 H -6.61644 3.86524 1.28107  0.32
59 H -5.74857 5.02276 0.26909  0.33
60 Cl -0.50644 0.82613 -6.50778  -0.12
61 C -1.51360 2.11291 -7.22511  -0.57
62 C -2.98118 1.91238 -6.93022  -0.44
63 Cl -3.64683 0.49489 -7.77786  -0.17
64 H -1.31826 2.13505 -8.29501  0.37
65 H -1.17586 3.05596 -6.79680  0.30
66 H -3.54561 2.78032 -7.26865  0.37
67 H -3.15991 1.78223 -5.86428  0.27
68 Cl 4.77978 -1.75373 -3.74051  -0.16
69 C 5.33342 -2.41144 -5.30337  -0.52
70 C 4.79585 -1.62367 -6.47456  -0.47
71 Cl 3.03332 -1.82897 -6.65429  -0.16
72 H 5.03275 -3.45611 -5.35375  0.30
73 H 6.42164 -2.36879 -5.29903  0.37
74 H 5.25526 -1.97381 -7.39794  0.34
75 H 5.00174 -0.56017 -6.37274  0.34
76 Cl 5.79176 -4.30923 8.23065  -0.18
77 C 4.28667 -3.38925 7.98584  -0.44
78 C 3.86712 -3.36017 6.53506  -0.41
79 Cl 4.97674 -2.38974 5.53464  -0.19
80 H 4.43721 -2.38509 8.37700  0.30
81 H 3.51606 -3.87743 8.58175  0.30
82 H 2.88056 -2.90526 6.44601  0.26
83 H 3.82143 -4.36214 6.11283  0.35
84 Cl 0.80045 5.08382 8.67169  -0.18
85 C -0.22227 6.35742 7.95873  -0.48
86 C -1.68027 6.16560 8.29953  -0.42
87 Cl -2.36645 4.73090 7.49531  -0.17
88 H -0.06049 6.35759 6.88263  0.32
89 H 0.13051 7.30810 8.35676  0.35
90 H -2.25449 7.02692 7.96029  0.30
91 H -1.82890 6.05546 9.37178  0.31

Total charge = +1
HOMO = -0.421 hartree
HOMO-LUMO gap = 8.85 eV
Maximum force = 0.11082 hartree/bohr
Electronic energy = -8006.3712 Eh
LUMO energy = -2.61 eV

Formula: C23H49F3NbO7S5
Source: the Open Molecules 2025 dataset
Level of theory: wB97M-V/def2-TZVPD

Last column: Mulliken charge in e.
CARTESIAN COORDINATES (ANGSTROEM)
1 C -2.65917 3.60995 -1.81949  -0.54
2 O -3.42838 3.12209 -2.99262  -0.40
3 C -4.16093 1.86319 -2.64055  -0.51
4 C -3.10940 0.58236 -2.43911  0.38
5 C -3.97211 -0.80771 -2.54125  -0.67
6 C -3.12058 -2.12669 -3.01029  -0.49
7 Nb -1.21866 -2.54335 -1.83589  -1.30
8 S -2.52301 -3.05387 0.29719  -0.44
9 C 0.04949 -1.96985 -3.65666  -0.19
10 O -0.65021 -0.94049 -4.44726  -0.06
11 C 0.10475 -0.64556 -5.67638  0.24
12 C 0.19874 -1.73582 -6.91281  -0.24
13 C 1.11815 -1.29736 -8.20855  -0.38
14 C 1.92256 0.14389 -8.32541  -0.39
15 C 1.76274 1.21256 -7.09130  -0.34
16 C 0.85664 0.80755 -5.77822  -0.28
17 C -1.27860 -4.74342 -2.45275  -0.77
18 C 0.13000 -5.55631 -2.24872  0.02
19 O 1.34697 -4.75037 -2.43199  -0.30
20 C 0.22319 -6.78064 -3.38168  0.66
21 F -0.69442 -7.90683 -3.08072  -0.28
22 F -0.02999 -6.30519 -4.76975  -0.25
23 F 1.62850 -7.29258 -3.32007  -0.27
24 H -3.13156 4.65922 -1.51410  0.24
25 H -1.49917 3.70557 -2.07797  0.19
26 H -2.79972 2.91026 -0.87721  0.25
27 H -4.85307 1.62982 -3.57852  0.31
28 H -4.75602 1.96740 -1.63704  0.26
29 H -2.27513 0.71317 -3.24912  -0.03
30 H -2.64432 0.74814 -1.35179  0.06
31 H -4.57148 -1.04198 -1.55956  0.22
32 H -4.79085 -0.62541 -3.39092  0.23
33 H -2.97899 -2.09086 -4.19538  0.21
34 H -3.83947 -3.06299 -2.83131  0.33
35 H 0.29887 -2.94417 -0.86782  0.47
36 H -1.05366 -0.85206 -1.22403  0.20
37 H -3.63613 -3.85898 0.00197  0.06
38 H 0.27739 -2.90966 -4.34054  0.07
39 H 1.07140 -1.55714 -3.25911  0.43
40 H -0.38336 -2.76471 -6.82594  0.30
41 H 1.22069 -2.03557 -9.11508  0.25
42 H 2.60602 0.43438 -9.24885  0.26
43 H 2.27099 2.29135 -7.06387  0.24
44 H 0.72736 1.55771 -4.87980  0.26
45 H -2.07491 -5.27663 -1.74353  0.34
46 H -1.71955 -4.82034 -3.54545  0.23
47 H 0.07412 -6.11016 -1.19969  0.30
48 H 1.50033 -4.53204 -3.41197  0.25
49 C -0.24640 0.69830 3.49673  -0.99
50 S 0.84428 -0.32413 2.47794  0.41
51 O 0.04922 -0.79130 1.29482  -0.47
52 C 0.94443 -1.70291 3.64476  -0.95
53 H -0.47965 1.61306 2.94655  0.38
54 H -1.17190 0.15861 3.71089  0.29
55 H 0.26153 0.95692 4.42869  0.34
56 H -0.05585 -2.09226 3.84964  0.28
57 H 1.41199 -1.36323 4.57181  0.39
58 H 1.55572 -2.49169 3.19966  0.28
59 C 5.33270 -1.78618 -1.89215  -1.03
60 S 4.06522 -3.07547 -1.82789  0.37
61 O 2.97201 -2.68081 -2.77620  -0.53
62 C 3.49821 -2.69071 -0.15368  -0.90
63 H 5.80432 -1.81096 -2.87747  0.33
64 H 4.87689 -0.80601 -1.73343  0.29
65 H 6.08715 -1.97784 -1.12569  0.37
66 H 3.15725 -1.65370 -0.10387  0.29
67 H 4.31463 -2.85165 0.55412  0.49
68 H 2.66837 -3.35690 0.09433  0.24
69 C -0.87361 1.38447 9.02807  -0.99
70 S -0.75608 1.78302 7.26732  0.53
71 O 0.44979 1.07516 6.72423  -0.61
72 C -0.30730 3.51959 7.50282  -0.93
73 H -1.11200 0.32295 9.12919  0.34
74 H 0.07890 1.59034 9.52206  0.29
75 H -1.66904 1.97833 9.48418  0.36
76 H 0.60991 3.59170 8.09244  0.30
77 H -1.12176 4.04137 8.01059  0.40
78 H -0.14373 3.97277 6.52209  0.32
79 C 1.29768 8.02490 5.58705  -0.92
80 S 2.13507 6.89640 6.72641  0.41
81 O 1.57924 5.52319 6.49088  -0.53
82 C 1.36227 7.54595 8.22754  -0.93
83 H 1.60237 7.77866 4.56703  0.32
84 H 0.21477 7.91258 5.67856  0.30
85 H 1.58876 9.05339 5.81261  0.37
86 H 0.27513 7.46359 8.15364  0.29
87 H 1.65100 8.59067 8.36391  0.38
88 H 1.71250 6.95994 9.08071  0.31

Total charge = -1
HOMO = -0.159 hartree
HOMO-LUMO gap = 5.73 eV
Energy above the lowest of the compared OMol25 structures with the same formula, charge and spin = 6.8126 eV
Maximum force = 0.09062 hartree/bohr
Electronic energy = -3779.1942 Eh
LUMO energy = 1.40 eV

> HOMO-LUMO gap of number 1 (C23H49Cl14N2O2S)?

8.85 eV

> What is the electronic energy in the first record?

-8006.3712 Eh

> Which of these has the highest total charge?

C23H49Cl14N2O2S

> Among the records above, which one has the lowest electronic energy?

C23H49Cl14N2O2S